No. 1
Below is a structure of composition C37H35BrMoNO7S2Te, with properties calculated with ωB97M-V with the def2-TZVPD basis set.

CARTESIAN COORDINATES (ANGSTROEM)
Mo (-1.01425, -0.38295, 1.51121)
O (-3.98356, 0.89102, -0.18984)
S (-2.61186, 1.12806, -0.53207)
O (-2.32892, 2.13089, -1.50693)
O (-1.78608, 1.30912, 0.73935)
C (-2.06481, -0.46303, -1.18959)
C (-2.47066, -0.67898, -2.43734)
C (-3.19096, -1.91851, -2.83666)
C (-2.34756, -3.76091, -2.18948)
C (-1.07363, -3.52935, -1.47159)
C (-0.89303, -2.61150, -0.53551)
S (0.31967, -3.07829, 0.73373)
O (0.12440, -4.47741, 0.96426)
O (1.64032, -2.69782, 0.28664)
O (-0.15441, -2.25210, 1.89002)
H (-2.58127, 0.20093, -3.06243)
H (-4.10715, -1.58210, -3.32567)
H (-2.57801, -4.82642, -2.16831)
H (-0.29805, -4.28126, -1.56622)
C (7.23136, 0.85096, 1.86499)
C (5.82888, 0.65781, 1.35464)
C (5.48411, 0.99479, 0.05376)
C (4.19703, 0.81699, -0.43531)
C (3.92032, 1.20440, -1.86593)
C (3.21373, 0.29559, 0.42299)
Te (1.26931, 0.05473, -0.42958)
N (-1.87439, -1.55300, -0.20183)
C (-3.19714, -2.29646, -0.22664)
O (-3.84335, -2.41948, 0.75665)
C (-3.48613, -2.85239, -1.61671)
C (-4.83582, -3.49289, -1.70553)
C (-5.31476, -4.09026, -2.79832)
C (-4.65892, -4.24956, -4.10386)
C (-3.44629, -3.82832, -4.47175)
C (-2.49515, -3.08783, -3.57852)
C (0.90718, 2.11085, -0.81905)
C (0.63875, 2.52331, -2.12700)
C (0.55170, 1.59179, -3.31184)
C (0.41093, 3.87546, -2.37163)
C (0.41577, 4.81439, -1.35852)
C (0.13174, 6.26630, -1.63437)
C (0.65982, 4.37946, -0.05983)
C (0.90282, 3.04719, 0.23076)
C (1.12537, 2.66093, 1.66914)
C (3.53843, -0.06440, 1.73448)
C (2.56891, -0.65325, 2.72125)
C (4.84499, 0.12880, 2.17224)
H (7.87883, 1.25933, 1.09066)
H (7.65545, -0.09661, 2.19983)
H (7.24406, 1.53438, 2.71523)
H (6.24034, 1.40152, -0.60821)
H (4.85220, 1.40616, -2.39147)
H (3.29944, 2.09962, -1.91637)
H (3.39724, 0.40468, -2.39350)
H (-5.43716, -3.45416, -0.80630)
H (-6.30916, -4.51409, -2.72912)
H (-5.24464, -4.77553, -4.84829)
H (-3.11538, -4.03358, -5.48228)
H (-1.56137, -2.84338, -4.07886)
H (0.43232, 0.54930, -3.02571)
H (1.44982, 1.66965, -3.92874)
H (-0.29896, 1.87316, -3.93400)
H (0.19302, 4.19101, -3.38636)
H (0.02174, 6.45134, -2.70173)
H (0.93516, 6.90001, -1.25650)
H (-0.79106, 6.57334, -1.13961)
H (0.65251, 5.10163, 0.74929)
H (1.17715, 3.54768, 2.29893)
H (2.04388, 2.09166, 1.80281)
H (0.29023, 2.05567, 2.03886)
H (1.56599, -0.73721, 2.31377)
H (2.52783, -0.04645, 3.62755)
H (2.88158, -1.66060, 3.00155)
H (5.09503, -0.15067, 3.19064)
Br (-2.43951, 0.07649, 8.02723)
C (-2.06275, -0.18298, 6.18666)
C (-2.85286, 0.45158, 5.24153)
C (-2.56106, 0.27509, 3.89829)
C (-1.50303, -0.55149, 3.49454)
C (-0.74387, -1.19563, 4.47491)
C (-1.00601, -1.00054, 5.82453)
H (-3.67498, 1.08018, 5.55429)
H (-3.16838, 0.78902, 3.15743)
H (0.05463, -1.86174, 4.17524)
H (-0.40764, -1.48311, 6.58506)

E: -5718.815144 Ha
LUMO energy (spin up / spin down): -0.810 / -0.707 eV
⟨S²⟩: 0.76
highest occupied orbital energy (spin up / spin down): -7.84 / -7.70 eV
strongest force on any atom: 0.9 eV Å⁻¹
ΔE to the lowest compared entry with this formula, charge and spin: 3.896 eV
spin multiplicity: 2


No. 2
Below is a structure of composition C37H35CaNO7Te, with properties calculated with ωB97M-V with the def2-TZVPD basis set.

CARTESIAN COORDINATES (ANGSTROEM)
Ca (-0.68142, -0.11839, 0.74814)
O (0.51520, -4.39180, 1.03556)
C (0.05748, -3.23201, 0.57585)
O (-0.90732, -2.66163, 1.03822)
C (0.83991, -2.68662, -0.57633)
C (1.81901, -3.37190, -1.25926)
C (2.43043, -2.70367, -2.32055)
C (2.08552, -1.39553, -2.60191)
C (1.12251, -0.76405, -1.80966)
N (0.50410, -1.42922, -0.85174)
C (0.74987, 0.73057, -1.88813)
O (0.50524, 0.95665, -3.28854)
O (-0.33211, 1.01059, -1.12864)
H (-0.02293, -4.63595, 1.80359)
H (2.08321, -4.38167, -0.98234)
H (3.18579, -3.20450, -2.91209)
H (2.54667, -0.85841, -3.41807)
H (0.02277, 1.79173, -3.31430)
O (-0.17690, 1.62584, 2.29058)
C (0.82573, 1.40703, 3.31604)
C (1.64857, 0.14360, 2.88193)
O (2.76203, 0.01515, 3.36174)
O (1.02634, -0.64324, 2.09719)
C (1.65572, 2.67681, 3.38808)
C (1.24834, 3.73234, 4.19785)
C (1.92048, 4.94760, 4.16717)
C (3.00797, 5.11686, 3.32514)
C (3.42029, 4.06742, 2.51383)
C (2.74896, 2.85673, 2.54534)
C (0.16561, 1.05433, 4.64023)
C (0.96891, 0.87372, 5.76483)
C (0.40265, 0.53203, 6.98050)
C (-0.97298, 0.36656, 7.09442)
C (-1.77529, 0.54007, 5.97946)
C (-1.20699, 0.87929, 4.75647)
H (-0.60784, 2.47091, 2.46291)
H (0.40847, 3.60203, 4.87063)
H (1.59611, 5.75876, 4.80642)
H (3.53588, 6.06168, 3.30424)
H (4.27162, 4.19231, 1.85660)
H (3.08502, 2.03555, 1.92798)
H (2.04081, 0.98889, 5.66681)
H (1.03851, 0.39252, 7.84536)
H (-1.41324, 0.10229, 8.04714)
H (-2.84774, 0.41226, 6.05697)
H (-1.84451, 1.01002, 3.89108)
C (4.28690, 2.34578, -1.12193)
C (3.33323, 1.50956, -1.97668)
C (3.40372, 1.97043, -3.43090)
C (1.92927, 1.59966, -1.37515)
H (5.30360, 2.30546, -1.51750)
H (4.31090, 1.98808, -0.09107)
H (3.97014, 3.39251, -1.10974)
H (3.68163, 0.47310, -1.91651)
H (3.07026, 3.00957, -3.50677)
H (2.76579, 1.37781, -4.08373)
H (4.43080, 1.92242, -3.79929)
H (1.99610, 1.38446, -0.30259)
H (1.56922, 2.63218, -1.45381)
Te (-3.16118, 1.54598, -0.54154)
C (-5.11795, 1.29217, 0.23498)
C (-6.22145, 1.60682, -0.55243)
C (-7.50534, 1.43560, -0.05429)
C (-7.69483, 0.95343, 1.23318)
C (-6.59906, 0.64739, 2.02646)
C (-5.31360, 0.82108, 1.53029)
C (-3.04284, -0.43404, -1.30922)
C (-2.40719, -0.64067, -2.53175)
C (-2.24991, -1.92684, -3.01738)
C (-2.73517, -3.01352, -2.29613)
C (-3.37804, -2.80735, -1.08809)
C (-3.52660, -1.51696, -0.58833)
H (-6.07628, 1.97890, -1.55871)
H (-8.35963, 1.67918, -0.67278)
H (-8.69710, 0.82078, 1.61934)
H (-6.74354, 0.27799, 3.03371)
H (-4.46126, 0.59571, 2.16042)
H (-2.00539, 0.19643, -3.08294)
H (-1.74115, -2.08108, -3.96054)
H (-2.61151, -4.01822, -2.68032)
H (-3.75609, -3.64680, -0.51883)
H (-4.03747, -1.36236, 0.35576)

E: -2958.190091 Ha
LUMO energy: -0.136 eV
highest occupied orbital energy: -8.36 eV
strongest force on any atom: 0.3 eV Å⁻¹
ΔE to the lowest compared entry with this formula, charge and spin: 0.334 eV
spin multiplicity: 1


No. 3
Below is a structure of composition C37H35CdN5O7SSb2 at a distorted geometry, with properties calculated with ωB97M-V with the def2-TZVPD basis set.

CARTESIAN COORDINATES (ANGSTROEM)
Cd (2.73907, 1.45585, -1.34416)
N (4.58717, 2.95712, -1.33845)
C (5.48416, 2.71178, -0.21535)
C (5.02013, 1.63177, 0.84609)
O (5.52335, 1.54919, 1.97221)
N (3.99816, 0.83539, 0.43386)
C (3.52170, -0.09272, 1.28189)
C (2.50730, -0.98952, 0.64168)
O (4.81141, -2.24927, 1.26118)
O (1.60620, -0.31582, -0.03201)
H (4.12855, 3.89667, -1.40127)
H (5.02990, 2.79371, -2.26444)
H (5.82028, 3.55594, 0.41086)
H (6.37982, 2.17168, -0.48033)
H (3.49387, 0.10119, 2.39751)
H (4.61340, -1.21491, 1.35312)
C (-0.66735, -2.61450, 1.31509)
C (-1.45762, -1.41624, 1.87466)
C (-0.63620, -0.16621, 2.36444)
Sb (-0.91421, 1.76490, 1.31583)
C (-2.98347, 2.07089, 1.46711)
C (-3.71080, 1.41999, 2.46464)
C (-5.09644, 1.23173, 2.26947)
C (-5.76048, 1.86771, 1.20189)
C (-5.02050, 2.71073, 0.37914)
C (-3.64679, 2.86256, 0.53679)
C (-0.50822, 2.80439, 3.15149)
C (-1.45581, 3.38007, 4.02839)
C (-1.17046, 3.58971, 5.36186)
C (0.15834, 3.69048, 5.74507)
C (1.15738, 3.37031, 4.85618)
C (0.78547, 2.80056, 3.58597)
Sb (0.10047, -2.55582, -0.71664)
C (-1.67896, -2.29575, -1.99911)
C (-2.91908, -2.00610, -1.45743)
C (-4.07887, -2.42767, -2.12499)
C (-3.95712, -2.95743, -3.41331)
C (-2.72620, -3.18303, -3.98747)
C (-1.59717, -2.67318, -3.29298)
C (0.86627, -4.61903, -0.98722)
C (0.30121, -5.75336, -0.40998)
C (0.96934, -6.98972, -0.40918)
C (2.21866, -7.06483, -0.92834)
C (2.72680, -6.00677, -1.69772)
C (2.15863, -4.77398, -1.53454)
H (-1.39038, -3.45611, 1.24922)
H (0.24943, -2.81961, 1.87388)
H (-1.98180, -1.75196, 2.74547)
H (-2.20663, -1.10909, 1.18884)
H (0.45623, -0.40689, 2.45587)
H (-0.97523, 0.09476, 3.37561)
H (-3.22507, 1.15969, 3.39228)
H (-5.59913, 0.58682, 3.00294)
H (-6.93747, 1.79691, 1.15431)
H (-5.48800, 3.24186, -0.45979)
H (-3.15745, 3.60767, -0.06131)
H (-2.47003, 3.52505, 3.64954)
H (-1.97283, 3.69338, 6.07225)
H (0.52703, 3.95561, 6.75726)
H (2.12917, 3.45113, 5.21923)
H (1.54722, 2.28576, 3.01763)
H (-2.97697, -1.41397, -0.55369)
H (-5.06433, -2.33310, -1.61891)
H (-4.78998, -3.19662, -4.04223)
H (-2.74168, -3.52166, -5.01617)
H (-0.68879, -2.64280, -3.83546)
H (-0.74395, -5.69494, -0.10069)
H (0.45451, -7.80106, 0.11800)
H (2.90587, -7.86725, -0.67637)
H (3.63777, -6.18033, -2.29579)
H (2.60476, -3.90851, -1.95451)
O (-2.39157, 2.04102, -4.50320)
C (-1.78241, 3.24147, -4.63945)
O (-2.25374, 4.13360, -5.30568)
C (-0.43447, 3.47324, -3.91889)
C (0.29726, 4.64736, -3.85264)
N (1.34156, 4.41894, -2.98428)
N (1.43464, 3.11067, -2.62909)
C (0.33160, 2.48139, -3.13540)
C (0.20725, 1.01312, -2.96552)
O (-0.88941, 0.42863, -3.18117)
O (1.32222, 0.42314, -2.62541)
H (-1.88297, 1.35680, -3.95458)
H (0.13156, 5.57733, -4.32040)
H (2.06201, 5.11708, -2.84338)
S (3.51748, -4.40695, 1.90040)
C (3.60071, -2.91322, 1.25647)
N (2.56473, -2.29683, 0.56329)

E: -3277.641724 Ha
charge: -2
LUMO energy (spin up / spin down): 3.442 / 3.439 eV
highest occupied orbital energy (spin up / spin down): 0.49 / 0.48 eV
strongest force on any atom: 4.0 eV Å⁻¹
ΔE to the lowest compared entry with this formula, charge and spin: 7.165 eV
spin multiplicity: 1